# 1
# CH2N2O3

CH2N2O3 as an isolated structure (the ωB97M-V functional and the def2-TZVPD basis, OMol25).

Cartesian coordinates (Å):
C1 0.150 1.310 0.954
N1 0.884 0.534 0.251
N2 0.857 -0.086 -1.001
O1 1.748 -0.842 -1.179
O2 -0.036 0.222 -1.726
O3 -0.466 2.030 1.693
H1 -1.819 -1.453 0.237
H2 -1.318 -1.715 0.771

* LUMO energy: -0.55 eV
* HOMO: -0.428 Ha
* largest force on an atom: 0.10586 hartree/bohr
* frontier orbital gap: 11.09 eV
* relative energy (zero: lowest compared OMol25 entry of this formula, charge and spin): 79.8 kcal per mole

---

# 2
# C36H37NP2SeSr

C36H37NP2SeSr as an isolated structure (the ωB97M-V functional and the def2-TZVPD basis, OMol25).

Cartesian coordinates (Å):
Sr1 -1.774 -0.881 -0.266
C1 0.081 -0.053 -3.849
C2 1.066 0.305 -2.994
C3 1.714 1.646 -2.981
C4 0.734 2.832 -2.808
C5 -0.517 2.529 -2.050
C6 -1.663 2.120 -2.593
C7 -1.885 1.624 -3.980
C8 -0.726 0.874 -4.695
C9 -0.811 -0.600 3.185
H1 -0.075 -1.122 -4.067
H2 1.549 -0.425 -2.348
H3 2.270 1.789 -3.920
H4 2.453 1.673 -2.165
H5 1.281 3.586 -2.223
H6 0.538 3.262 -3.797
H7 -0.467 2.821 -0.998
H8 -2.604 2.368 -2.086
H9 -2.175 2.466 -4.628
H10 -2.755 0.953 -3.967
H11 -1.217 0.239 -5.455
H12 -0.074 1.571 -5.236
H13 -1.285 -1.487 2.715
H14 -1.151 -0.522 4.236
H15 0.292 -0.710 3.092
P1 1.470 -1.509 0.382
P2 -1.188 0.895 2.309
C10 1.002 0.231 0.387
C11 0.003 1.052 0.957
C12 3.267 -1.559 0.535
C13 4.211 -0.787 -0.173
C14 5.570 -1.017 0.043
C15 6.011 -1.973 0.962
C16 5.063 -2.686 1.708
C17 3.708 -2.475 1.511
C18 1.172 -2.443 -1.161
C19 -0.078 -2.313 -1.842
C20 -0.716 -3.387 -2.456
C21 0.013 -4.557 -2.640
C22 1.366 -4.571 -2.316
C23 1.963 -3.522 -1.600
C24 -1.007 2.262 3.460
C25 0.197 2.413 4.181
C26 0.297 3.369 5.189
C27 -0.791 4.201 5.486
C28 -1.965 4.110 4.722
C29 -2.081 3.133 3.730
C30 -2.887 0.740 1.687
C31 -3.871 -0.215 2.089
C32 -4.883 -0.613 1.198
C33 -4.948 -0.075 -0.089
C34 -3.987 0.853 -0.517
C35 -3.040 1.334 0.408
H16 1.839 0.763 -0.116
H17 0.158 2.115 0.666
H18 3.896 -0.004 -0.866
H19 6.318 -0.432 -0.509
H20 7.077 -2.168 1.099
H21 5.392 -3.411 2.448
H22 2.965 -2.990 2.116
H23 -0.436 -1.273 -2.093
H24 -1.757 -3.297 -2.798
H25 -0.467 -5.431 -3.069
H26 1.970 -5.422 -2.592
H27 3.031 -3.517 -1.385
H28 1.031 1.736 3.968
H29 1.227 3.460 5.758
H30 -0.724 4.915 6.297
H31 -2.796 4.793 4.913
H32 -3.025 3.017 3.187
H33 -3.842 -0.631 3.090
H34 -5.649 -1.348 1.479
H35 -5.761 -0.326 -0.777
H36 -4.009 1.244 -1.545
H37 -2.209 1.935 0.022
Se1 0.352 -4.736 3.273
C36 -0.360 -3.731 1.986
N1 -0.894 -3.009 1.178

* LUMO energy (alpha / beta): -0.26 / -0.08 eV
* HOMO (alpha / beta): -0.216 / -0.192 Ha
* largest force on an atom: 0.07473 hartree/bohr
* frontier orbital gap (alpha / beta): 5.61 / 5.15 eV
* relative energy (zero: lowest compared OMol25 entry of this formula, charge and spin): 0.0 kcal per mole